Entry 1:
Below is an isolated ion of composition C3H11N3 and charge +2 at a distorted geometry, with properties calculated with the ωB97M-V functional and the def2-TZVPD basis.

Geometry (Å):
C1 -0.56424 -1.22510 -2.48918
N1 -0.78474 -0.50102 -1.40641
C2 0.36535 -0.19884 -0.52677
N2 -0.01613 0.21353 0.79222
C3 1.02160 0.29071 1.82974
N3 -0.80089 1.43950 0.74494
H1 0.44368 -1.70470 -2.66905
H2 -1.29482 -1.43611 -3.19742
H3 -1.75584 -0.13986 -1.50421
H4 0.87888 -1.13017 -0.62449
H5 1.03624 0.57250 -1.00092
H6 -0.58994 -0.59751 1.26625
H7 1.70555 -0.60548 1.87186
H8 1.75416 1.17092 1.68272
H9 0.47329 0.23463 2.84749
H10 -0.23925 2.23738 0.98668
H11 -1.63293 1.37962 1.39656

Summary:
LUMO energy: -9.817 eV
maximum force: 4.19 eV/Å
total charge: +2
energy relative to the best compared isomer or geometry (same formula, charge and spin): 2.013 eV
frontier orbital gap: 10.281 eV

Atomic partial charges in e from the natural (NBO) method, atoms 1 to 6: number 1, C, carries 0.2004; number 2, N, carries -0.4471; number 3, C, carries -0.0627; number 4, N, carries -0.2379; number 5, C, carries -0.4864; number 6, N, carries -0.6447

Entry 2:
Below is one molecule with the formula C21H17N3O4 at a distorted geometry, with properties calculated with the ωB97M-V functional and the def2-TZVPD basis.

Geometry (Å):
O1 2.80994 -0.38852 1.92974
C1 1.64714 -0.20581 1.65251
N1 1.24966 0.10597 0.36860
N2 2.14842 0.22727 -0.60009
C2 1.78181 0.53596 -1.77997
C3 2.75432 0.66856 -2.84006
C4 2.34141 1.00923 -4.13252
C5 3.26243 1.14050 -5.14854
C6 4.61071 0.93039 -4.87662
N3 5.57223 1.06819 -5.93497
O2 6.74082 0.87835 -5.66695
O3 5.16002 1.36781 -7.03773
C7 5.04053 0.58954 -3.59559
C8 4.11602 0.45998 -2.58497
C9 0.55722 -0.33639 2.66250
C10 0.95666 -0.90915 3.87050
C11 0.07728 -1.10189 4.91486
C12 -1.24139 -0.71222 4.76189
C13 -1.66589 -0.13314 3.58012
C14 -0.78490 0.06531 2.52158
O4 -1.16881 0.64997 1.34519
C15 -2.48507 1.15301 1.20815
C16 -3.55432 0.08884 1.14160
C17 -3.25563 -1.19153 0.69720
C18 -4.24610 -2.15541 0.62959
C19 -5.54396 -1.84484 0.99582
C20 -5.84894 -0.56651 1.43305
C21 -4.85839 0.39560 1.50926
H1 0.26153 0.28164 0.17743
H2 0.72809 0.71298 -2.03369
H3 1.29263 1.17043 -4.33409
H4 2.96305 1.40293 -6.15178
H5 6.09404 0.43362 -3.42052
H6 4.41375 0.19817 -1.58263
H7 1.99341 -1.19787 3.95637
H8 0.41377 -1.55094 5.83583
H9 -1.95158 -0.85578 5.56215
H10 -2.70092 0.15230 3.48466
H11 -2.70417 1.87236 2.00745
H12 -2.45929 1.70231 0.25894
H13 -2.24321 -1.43767 0.41095
H14 -4.00179 -3.14994 0.28778
H15 -6.31675 -2.59657 0.94150
H16 -6.85990 -0.31866 1.71987
H17 -5.09588 1.39168 1.85564

Summary:
LUMO energy: -0.794 eV
maximum force: 1.45 eV/Å
energy relative to the best compared isomer or geometry (same formula, charge and spin): 3.450 eV
frontier orbital gap: 7.958 eV

Atomic partial charges in e from the natural (NBO) method, atoms 1 to 6: number 1, O, carries -0.5704; number 2, C, carries 0.6565; number 3, N, carries -0.4460; number 4, N, carries -0.1695; number 5, C, carries 0.0128; number 6, C, carries -0.0633